No. 1
C4H6N2O | ωB97M-V with the def2-TZVPD basis set

Geometry as XYZ:
```
13
Properties=species:S:1:pos:R:3:forces:R:3
C -1.37957 -0.89820 0.41824 -0.1596 1.1092 0.7828
C -0.99061 -0.76924 -0.93693 -0.9102 3.7167 1.6553
C -1.62079 0.38700 0.83668 0.7942 -0.7191 -1.1008
C -1.00706 0.58284 -1.21712 0.4038 -2.4926 0.8968
N 2.71504 0.18844 0.43005 -1.7261 -1.7779 4.7807
N 2.89772 0.48341 -0.66625 0.9073 1.3692 -4.8344
O -1.34064 1.30011 -0.15510 -0.9563 -0.6106 1.5418
H -1.36873 -1.76531 1.08040 -0.2955 0.2569 -0.4984
H -0.67429 -1.47078 -1.56342 1.1550 -2.8432 -2.4772
H -1.89585 0.78118 1.76044 -0.4488 0.6039 1.1817
H 1.80778 -0.33026 0.75508 1.0413 0.5677 -0.0116
H 3.39612 0.38568 1.21144 -0.3103 -0.1509 0.0199
H -0.53914 1.12514 -1.95350 0.5052 0.9706 -1.9366
```
Positions in Å, forces in eV/Å.

Results
HOMO energy, Ha: -0.2938
Energy above the lowest of the compared OMol25 structures with the same formula, charge and spin, eV: 4.646
Gap between HOMO and LUMO, eV: 8.85

---

No. 2
C4H6N2O | ωB97M-V with the def2-TZVPD basis set

Geometry as XYZ:
```
13
Properties=species:S:1:pos:R:3:forces:R:3
N -0.30643 -2.17765 1.24855 0.1210 0.0814 0.1960
C 0.00417 -1.14802 1.89633 0.0714 0.1704 -0.2580
O 0.19430 0.06391 1.28057 0.0104 -0.2345 1.1304
C 0.16590 0.11185 -0.05588 -0.1299 -0.4265 0.5025
C -0.01846 1.43669 -0.65255 -0.3588 0.5623 -0.4493
C 0.00957 1.02185 -2.10199 2.3792 -1.4356 1.5599
N -0.64364 1.26773 -3.07254 -0.6842 0.2582 -1.3082
H -0.38046 -2.98814 1.85417 -0.0452 0.0386 0.0354
H 0.18079 -1.02567 2.96385 -0.0639 -0.0953 -0.0613
H -0.07290 -0.81856 -0.54809 -0.1076 0.1094 -0.0639
H 0.92286 0.19924 -1.90590 -1.1603 1.0650 -1.6615
H -0.92578 1.97785 -0.34422 0.2287 -0.0701 0.0976
H 0.87009 2.07893 -0.56232 -0.2607 -0.0234 0.2804
```
Positions in Å, forces in eV/Å.

Results
HOMO energy (spin up / spin down), Ha: -0.3358 / -0.2918
Energy above the lowest of the compared OMol25 structures with the same formula, charge and spin, eV: 5.392
Gap between HOMO and LUMO (spin up / spin down), eV: 9.14 / 7.44

---

No. 3
C4H6N2O | ωB97M-V with the def2-TZVPD basis set

Geometry as XYZ:
```
13
Properties=species:S:1:pos:R:3:forces:R:3
C 0.66671 0.97190 0.52114 -2.3419 1.4194 0.8327
C -0.84433 -1.01354 -0.24087 -1.6532 0.2349 -0.9223
N 1.52827 1.63321 -0.28586 -0.4350 0.1589 -0.5347
C -1.45423 0.16977 -0.27992 0.5213 -2.2424 -0.1682
C -0.47839 -2.23598 -0.51905 0.1041 -0.0904 0.2164
N 0.94751 0.41100 1.59759 0.1057 -0.6502 -0.6363
O -0.84712 1.28435 0.11075 3.6320 0.6112 0.2250
H 1.12805 2.03091 -1.11956 0.0447 0.2426 0.2005
H 2.25343 2.15517 0.17979 0.0949 -0.2008 -0.1116
H 0.19295 -0.14946 1.97603 -0.2066 0.4700 0.2968
H -2.46307 0.30679 -0.66480 -0.0135 -0.1206 0.5810
H -0.27993 -2.96477 0.25759 -0.3069 -0.1085 0.1111
H -0.34985 -2.59935 -1.53283 0.4543 0.2759 -0.0903
```
Positions in Å, forces in eV/Å.

Results
HOMO energy, Ha: -0.3082
Energy above the lowest of the compared OMol25 structures with the same formula, charge and spin, eV: 3.664
Gap between HOMO and LUMO, eV: 9.11

---

No. 4
C4H6N2O | ωB97M-V with the def2-TZVPD basis set

Geometry as XYZ:
```
13
Properties=species:S:1:pos:R:3:forces:R:3
C 2.12561 -0.42170 1.07571 -4.6988 0.7633 -2.6789
C -0.38516 1.04801 0.10309 -4.1631 1.2125 1.8040
C -1.64357 0.46432 -0.86070 1.6184 5.2739 -6.1240
C -1.10876 -0.89625 -0.53509 0.5640 -0.7976 -1.5488
H 2.91207 -1.03282 0.95107 3.2758 -1.3921 0.0322
H 2.05392 0.50197 1.58525 0.1881 0.6775 1.0780
H -0.53793 1.84737 0.93180 -0.2390 -1.8277 -0.8007
H 0.26416 1.54716 -0.51207 2.0023 0.7382 -2.0852
H -1.93927 -1.40156 -0.11124 -0.3485 -1.2969 1.0191
H -0.65379 -1.52762 -1.38535 -0.7763 1.1325 1.0951
N 1.16068 -0.83386 0.29964 0.7013 -0.9012 1.5551
N -0.10757 -0.33770 0.40137 -0.1373 0.0900 -0.0528
O -2.14039 1.04268 -1.94349 2.0131 -3.6723 6.7070
```
Positions in Å, forces in eV/Å.

Results
HOMO energy, Ha: -0.3358
Energy above the lowest of the compared OMol25 structures with the same formula, charge and spin, eV: 5.265
Gap between HOMO and LUMO, eV: 9.10

---

No. 5
C4H6N2O | ωB97M-V with the def2-TZVPD basis set

Geometry as XYZ:
```
13
Properties=species:S:1:pos:R:3:forces:R:3
N 1.68147 -1.02120 -1.44452 -0.0002 0.3016 0.3755
C 1.19696 -0.13322 -0.71169 0.0671 -0.6071 -0.5200
O 1.81234 0.87116 0.06513 0.3138 0.2908 -0.1362
C 0.49229 1.40130 0.19749 0.1871 0.4468 -1.5605
C -0.14678 0.44055 -0.48173 0.1895 0.8474 -0.5546
C -1.48596 -0.16172 -0.35754 0.2897 0.0354 0.2454
N -1.22505 -0.79794 0.94591 -1.1119 -0.5762 0.8905
H 2.70068 -1.00183 -1.42645 0.0173 -0.0596 0.0690
H -0.68479 -0.09376 1.47059 -0.5748 -1.1416 -0.0620
H 0.31805 2.43678 0.39917 0.0319 0.2227 0.7518
H -1.75962 -0.89258 -1.13222 0.2949 0.2301 0.3223
H -2.30352 0.56766 -0.27133 0.3434 -0.1424 -0.0202
H -0.63764 -1.61580 0.80542 -0.0478 0.1523 0.1990
```
Positions in Å, forces in eV/Å.

Results
HOMO energy, Ha: -0.3171
Energy above the lowest of the compared OMol25 structures with the same formula, charge and spin, eV: 3.681
Gap between HOMO and LUMO, eV: 9.09

---

No. 6
C4H6N2O | ωB97M-V with the def2-TZVPD basis set

Geometry as XYZ:
```
13
Properties=species:S:1:pos:R:3:forces:R:3
O -1.12214 -2.02702 -1.37089 0.1040 0.3187 0.4030
C -0.53661 -1.10103 -0.86565 -0.0367 -0.1052 -0.1679
N -0.18569 0.08480 -1.47545 -0.2773 -0.0501 -0.2727
C 0.06739 1.10564 -0.47723 0.0706 0.0991 0.0772
C 0.74766 0.22175 0.56252 0.2286 0.0601 -0.0629
C -0.02297 -0.38032 1.66656 -0.1513 0.0438 0.2447
N 0.12082 -1.08905 0.40269 0.5523 -0.2852 -0.3214
H -0.32142 0.23303 -2.45944 -0.3736 0.0746 0.0797
H -0.87453 1.54902 -0.11467 0.2314 -0.0629 0.0334
H 0.69261 1.91458 -0.85576 0.0929 -0.1680 0.0559
H 1.83460 0.21767 0.55207 -0.0734 0.0647 0.1807
H 0.55512 -0.89481 2.43082 -0.2458 0.1911 0.0942
H -0.93533 0.09013 2.02307 -0.1218 -0.1806 -0.3439
```
Positions in Å, forces in eV/Å.

Results
HOMO energy, Ha: -0.3508
Energy above the lowest of the compared OMol25 structures with the same formula, charge and spin, eV: 1.868
Gap between HOMO and LUMO, eV: 10.44

---

No. 7
C4H6N2O | ωB97M-V with the def2-TZVPD basis set

Geometry as XYZ:
```
13
Properties=species:S:1:pos:R:3:forces:R:3
C -2.31898 0.23065 -0.08198 -0.1295 0.0057 -0.1362
O -1.41672 -0.00630 1.02842 -0.0982 -0.1528 0.0895
C -0.02541 0.03421 0.65189 0.0135 0.3316 0.0596
N -0.29056 1.21698 1.09353 0.1850 -0.3288 -0.1946
N 2.36495 0.86980 -0.16974 0.1233 -0.3156 -0.1207
C 2.06363 -0.36213 -0.36054 -0.0272 0.1305 0.0320
C 0.77799 -0.87457 0.06738 -0.0143 0.0646 0.0137
H -2.97402 -0.63973 -0.14192 0.0859 0.0737 0.0452
H -2.88377 1.13229 0.15226 0.0598 -0.1139 -0.0542
H -1.74506 0.34776 -1.00223 -0.0738 0.0225 0.1281
H 3.28573 1.08238 -0.54795 -0.0671 -0.0118 0.0620
H 2.72760 -1.07648 -0.86488 -0.0523 0.1216 0.0839
H 0.46668 -1.90314 -0.05546 -0.0051 0.1726 -0.0083
```
Positions in Å, forces in eV/Å.

Results
HOMO energy, Ha: -0.2991
Energy above the lowest of the compared OMol25 structures with the same formula, charge and spin, eV: 5.913
Gap between HOMO and LUMO, eV: 8.66

---

No. 8
C4H6N2O | ωB97M-V with the def2-TZVPD basis set

Geometry as XYZ:
```
13
Properties=species:S:1:pos:R:3:forces:R:3
O 1.17912 2.56249 0.70980 -0.5685 -0.7597 0.7023
C 0.59108 1.73719 1.22351 1.0647 1.1794 -0.2286
N 1.55711 -0.33807 -0.76287 0.1290 -0.1687 -0.2357
C 0.38658 -1.08052 -0.33869 -0.1398 -0.1095 0.0721
C -0.81428 -0.20934 -0.34704 0.0971 0.4290 0.2281
C -1.90760 0.20019 0.49799 -0.4282 -0.0754 0.2209
N -1.02480 1.02705 -0.42405 0.0228 -0.4667 -0.3320
H 2.40263 -0.84038 -0.52080 -0.0553 0.0417 -0.1177
H 0.49230 -1.26354 0.74161 0.0326 -0.1626 -0.1260
H 0.21725 -2.05879 -0.81293 -0.0498 0.1948 -0.0075
H 1.55548 -0.16343 -1.76054 0.0339 -0.0229 0.0526
H -2.95601 0.17480 0.22604 0.0861 -0.4299 -0.0679
H -1.67886 0.25237 1.56797 -0.2246 0.3505 -0.1607
```
Positions in Å, forces in eV/Å.

Results
HOMO energy, Ha: -0.3531
Energy above the lowest of the compared OMol25 structures with the same formula, charge and spin, eV: 3.429
Gap between HOMO and LUMO, eV: 10.50

---

No. 9
C4H6N2O | ωB97M-V with the def2-TZVPD basis set

Geometry as XYZ:
```
13
Properties=species:S:1:pos:R:3:forces:R:3
C -2.25985 -0.02362 -0.10285 -0.1766 0.1164 -0.1328
O -1.09578 -0.67264 0.37192 0.1893 -0.0334 -0.0565
C 0.11021 -0.13412 0.09218 0.2686 0.0349 -0.0232
C 0.65517 0.93320 -0.57985 0.2374 0.0937 -0.6752
N 2.02383 0.95338 -0.39793 0.3353 -0.5912 -0.0251
C 2.30697 -0.08780 0.31820 0.1730 -0.1921 0.1062
N 1.17795 -0.78034 0.65771 -0.0576 0.0077 0.1462
H -2.33866 1.00053 0.28111 0.1350 -0.1137 -0.0816
H -3.10179 -0.61146 0.27171 0.1732 0.1199 -0.0805
H -2.28888 -0.01885 -1.19696 0.0355 0.0726 0.0790
H 0.41345 1.50546 -1.45426 -1.3051 0.3934 0.3462
H 3.30119 -0.45670 0.51743 -0.0628 0.0988 0.3229
H 1.09621 -1.60704 1.22160 0.0548 -0.0072 0.0743
```
Positions in Å, forces in eV/Å.

Results
HOMO energy, Ha: -0.3012
Energy above the lowest of the compared OMol25 structures with the same formula, charge and spin, eV: 1.509
Gap between HOMO and LUMO, eV: 9.04